Arrangement w

13
Properties=species:S:1:pos:R:3 method="wB97M-V/def2-TZVPD" lumo_ev=0.27 orbital_gap_ev=9.13 e_homo_ha=-0.326
F -0.324 1.211 1.187
C 0.706 0.390 1.146
Cl 0.734 -0.460 2.826
C 0.584 -0.647 0.102
C -0.826 -1.077 -0.064
N -0.101 -0.185 -1.010
C -0.377 0.966 -1.661
S 0.602 2.141 -2.247
H 1.612 0.970 1.209
H 1.513 -1.190 -0.069
H -1.423 -0.703 0.675
H -1.119 -2.151 -0.238
H -1.582 0.735 -1.857

Arrangement x

13
Properties=species:S:1:pos:R:3 method="wB97M-V/def2-TZVPD" lumo_ev=0.69 orbital_gap_ev=9.40 e_homo_ha=-0.320
C 2.470 -0.551 1.798
N 1.336 -0.168 1.319
S 0.933 -0.873 -0.225
C -0.233 0.320 -0.749
C -1.254 0.387 -1.780
C -1.668 0.170 -0.247
F -2.302 1.322 0.327
Cl -2.094 -1.261 0.570
H 2.946 -1.458 1.237
H 2.902 -0.188 2.709
H 0.262 1.352 -0.462
H -1.725 1.469 -2.117
H -1.573 -0.523 -2.378

Arrangement y

13
Properties=species:S:1:pos:R:3 method="wB97M-V/def2-TZVPD" lumo_ev=0.58 orbital_gap_ev=9.47 e_homo_ha=-0.326
C 2.431 1.909 -0.127
N 1.324 1.415 -0.603
S 1.101 -0.270 -0.582
C -0.686 -0.348 -0.657
C -0.939 -1.698 -0.024
C -1.442 -0.406 0.645
F -1.118 -0.151 1.932
Cl -3.258 -0.080 0.469
H 2.315 3.129 -0.344
H 3.234 1.271 0.730
H -1.057 -0.142 -1.572
H -1.532 -2.497 -0.583
H -0.372 -2.131 0.715

Most favorable structure: arrangement w. The second most favorable one is 80.9 kJ/mol above it.

Arrangement w

91
Properties=species:S:1:pos:R:3 method="wB97M-V/def2-TZVPD" lumo_ev=-0.05 orbital_gap_ev=7.15 e_homo_ha=-0.264
La 0.078 1.082 1.469
I -1.717 -1.614 1.776
C -3.311 -0.603 2.722
C -4.353 -1.405 3.086
C -5.491 -0.818 3.687
C -5.530 0.531 3.881
C -4.443 1.361 3.500
C -4.509 2.767 3.704
C -3.459 3.558 3.352
C -2.290 2.979 2.788
C -2.148 1.633 2.538
C -3.269 0.811 2.909
H -4.319 -2.473 2.913
H -6.323 -1.446 3.981
H -6.401 0.997 4.330
H -5.408 3.188 4.142
H -3.510 4.631 3.512
H -1.470 3.663 2.564
S 1.459 3.418 2.341
C 2.404 3.195 0.872
C 2.945 4.292 0.173
C 3.671 4.070 -0.975
C 3.849 2.765 -1.438
C 3.271 1.754 -0.710
N 2.573 1.946 0.419
H 2.776 5.289 0.557
H 4.097 4.906 -1.520
H 4.404 2.546 -2.341
H 3.352 0.722 -1.046
N 3.516 -0.983 4.103
C 4.198 -1.209 2.919
C 3.340 -0.842 1.935
N 2.160 -0.396 2.487
C 2.299 -0.492 3.784
C 1.234 -0.081 4.697
N 0.125 0.441 4.247
C -0.656 0.702 5.349
C 0.004 0.325 6.477
N 1.219 -0.177 6.046
H 3.889 -1.125 5.024
H 5.202 -1.594 2.897
H 3.490 -0.853 0.868
H -1.633 1.149 5.247
H -0.263 0.365 7.519
H 1.941 -0.540 6.641
C 3.197 -6.389 -1.346
C 2.361 -5.449 -2.178
C 1.545 -5.956 -3.182
C 0.757 -5.105 -3.943
C 0.779 -3.740 -3.709
C 1.614 -3.215 -2.723
N 1.654 -1.832 -2.408
C 1.235 -0.792 -3.233
C 1.459 -0.833 -4.618
C 1.090 0.225 -5.425
C 0.501 1.369 -4.885
C 0.314 1.435 -3.520
C 0.673 0.375 -2.682
C 0.461 0.573 -1.219
O 0.012 1.679 -0.812
O 0.749 -0.353 -0.379
C 2.412 -4.069 -1.948
C 3.301 -3.509 -0.862
H 2.950 -7.425 -1.573
H 3.041 -6.232 -0.276
H 4.265 -6.253 -1.534
H 1.518 -7.026 -3.357
H 0.107 -5.508 -4.712
H 0.135 -3.082 -4.277
H 1.482 -1.622 -1.430
H 1.943 -1.701 -5.047
H 1.280 0.165 -6.491
H 0.218 2.197 -5.521
H -0.117 2.313 -3.056
H 3.586 -2.481 -1.085
H 4.213 -4.097 -0.752
H 2.804 -3.505 0.116
C -4.055 2.789 -4.371
C -3.631 2.376 -2.988
C -3.683 1.054 -2.570
C -3.250 0.728 -1.292
N -2.773 1.619 -0.429
C -2.740 2.889 -0.823
C -3.154 3.310 -2.073
H -4.454 1.944 -4.932
H -3.209 3.194 -4.930
H -4.821 3.566 -4.328
H -4.048 0.277 -3.233
H -3.268 -0.305 -0.954
H -2.350 3.603 -0.102
H -3.095 4.361 -2.335

Arrangement x

91
Properties=species:S:1:pos:R:3 method="wB97M-V/def2-TZVPD" lumo_ev=-0.04 orbital_gap_ev=7.04 e_homo_ha=-0.260
La 1.527 -0.077 -0.147
I 1.552 -2.793 1.773
C 2.342 -1.875 3.477
C 2.662 -2.680 4.531
C 3.090 -2.093 5.742
C 3.141 -0.738 5.854
C 2.800 0.100 4.763
C 2.819 1.507 4.910
C 2.482 2.302 3.857
C 2.153 1.723 2.611
C 2.126 0.362 2.367
C 2.421 -0.453 3.508
H 2.582 -3.754 4.455
H 3.354 -2.727 6.578
H 3.439 -0.274 6.785
H 3.104 1.928 5.866
H 2.495 3.380 3.967
H 1.944 2.424 1.802
S 3.596 2.125 -0.500
C 3.519 1.668 -2.177
C 4.226 2.334 -3.197
C 4.078 1.923 -4.498
C 3.226 0.857 -4.800
C 2.566 0.250 -3.753
N 2.724 0.631 -2.483
H 4.867 3.163 -2.935
H 4.618 2.431 -5.287
H 3.075 0.519 -5.814
H 1.872 -0.566 -3.906
N -1.419 3.702 -0.315
C -0.744 4.059 -1.464
C 0.206 3.106 -1.650
N 0.123 2.167 -0.654
C -0.860 2.552 0.127
C -1.224 1.780 1.302
N -0.701 0.596 1.498
C -1.227 0.142 2.678
C -2.069 1.075 3.196
N -2.061 2.130 2.310
H -2.212 4.179 0.074
H -1.001 4.941 -2.018
H 0.950 3.032 -2.423
H -0.950 -0.811 3.090
H -2.657 1.091 4.095
H -2.562 2.993 2.418
C -7.376 0.051 1.997
C -6.644 -1.067 1.313
C -7.190 -2.343 1.303
C -6.542 -3.395 0.678
C -5.339 -3.165 0.035
C -4.777 -1.893 0.034
N -3.545 -1.709 -0.649
C -3.414 -0.917 -1.762
C -4.545 -0.469 -2.465
C -4.411 0.323 -3.585
C -3.157 0.695 -4.058
C -2.040 0.240 -3.388
C -2.139 -0.556 -2.249
C -0.879 -0.981 -1.579
O -0.891 -1.504 -0.434
O 0.224 -0.731 -2.159
C -5.414 -0.835 0.691
C -4.795 0.530 0.722
H -8.332 -0.298 2.383
H -7.572 0.879 1.314
H -6.807 0.457 2.836
H -8.139 -2.512 1.797
H -6.979 -4.384 0.680
H -4.817 -3.955 -0.488
H -2.672 -1.893 -0.166
H -5.529 -0.761 -2.123
H -5.304 0.651 -4.104
H -3.057 1.315 -4.937
H -1.044 0.491 -3.727
H -5.180 1.164 -0.083
H -3.716 0.468 0.594
H -5.005 1.030 1.667
C 7.409 -1.833 -3.003
C 6.206 -1.733 -2.117
C 6.227 -0.967 -0.959
C 5.076 -0.832 -0.202
N 3.928 -1.431 -0.524
C 3.919 -2.202 -1.611
C 5.013 -2.375 -2.436
H 8.328 -1.853 -2.419
H 7.455 -0.966 -3.664
H 7.375 -2.725 -3.626
H 7.127 -0.452 -0.652
H 5.059 -0.207 0.682
H 2.977 -2.688 -1.848
H 4.931 -2.993 -3.319

Most favorable structure: arrangement x. The second most favorable one is 42.5 kJ/mol above it.

Arrangement w

56
Properties=species:S:1:pos:R:3 method="wB97M-V/def2-TZVPD" lumo_ev=0.81 orbital_gap_ev=9.76 e_homo_ha=-0.329
C -5.495 -1.031 -1.458
C -4.012 -1.129 -1.801
C -3.142 -0.196 -0.961
C -3.163 -0.562 0.529
N -2.035 -0.029 1.262
C -2.057 1.401 1.576
C -0.902 2.176 0.987
C -0.859 2.480 -0.367
C 0.200 3.197 -0.896
C 1.228 3.627 -0.075
C 1.188 3.338 1.280
C 0.129 2.619 1.806
C -1.014 -0.741 1.785
O -0.134 -0.197 2.433
C -0.929 -2.244 1.537
C -0.226 -2.509 0.199
N 0.976 -1.706 0.129
C 2.085 -1.952 0.918
O 2.239 -2.948 1.572
C 3.030 -0.784 0.754
C 2.331 0.160 -0.228
C 1.031 -0.520 -0.568
O 0.175 -0.150 -1.333
C 3.313 0.209 -1.430
C 4.532 0.924 -0.902
C 5.138 0.106 -0.052
C 4.334 -1.170 0.005
C 3.827 -1.235 -1.441
H -5.685 -1.363 -0.441
H -5.840 -0.004 -1.555
H -6.080 -1.652 -2.132
H -3.677 -2.161 -1.667
H -3.874 -0.874 -2.853
H -2.112 -0.243 -1.316
H -3.496 0.828 -1.094
H -4.080 -0.186 0.997
H -3.169 -1.648 0.619
H -2.026 1.507 2.666
H -3.000 1.803 1.203
H -1.653 2.156 -1.020
H 0.221 3.419 -1.952
H 2.056 4.186 -0.487
H 1.985 3.672 1.928
H 0.110 2.383 2.859
H -0.301 -2.644 2.336
H -1.892 -2.749 1.568
H 0.051 -3.564 0.122
H -0.852 -2.222 -0.648
H 3.237 -0.355 1.735
H 2.119 1.157 0.159
H 2.868 0.599 -2.341
H 4.788 1.937 -1.151
H 6.004 0.296 0.554
H 4.830 -2.048 0.410
H 4.634 -1.384 -2.157
H 3.052 -1.982 -1.606

Arrangement x

56
Properties=species:S:1:pos:R:3 method="wB97M-V/def2-TZVPD" lumo_ev=0.81 orbital_gap_ev=8.71 e_homo_ha=-0.291
C 4.168 -0.458 -2.897
C 2.866 -0.496 -2.180
C 1.856 0.410 -2.081
C 0.876 -0.167 -1.233
C 1.358 -1.390 -0.878
C 0.832 -2.482 -0.002
N -0.611 -2.519 0.053
C -1.278 -2.363 1.216
O -0.708 -2.259 2.285
C -2.796 -2.387 1.134
C -3.466 -1.676 -0.048
C -2.865 -0.319 -0.443
C -3.865 0.504 -1.257
C -3.225 1.828 -1.662
C -2.703 2.567 -0.432
N -1.754 1.721 0.263
C -0.996 2.402 1.307
C 0.329 1.734 1.491
C 0.708 0.650 2.215
C 2.086 0.428 1.912
C 3.036 -0.519 2.288
C 4.299 -0.422 1.746
C 4.630 0.598 0.852
C 3.707 1.549 0.466
C 2.434 1.446 1.003
O 1.366 2.237 0.760
C -2.405 0.520 0.750
O 2.564 -1.599 -1.457
H 4.245 0.463 -3.467
H 4.989 -0.506 -2.183
H 4.259 -1.307 -3.573
H 1.809 1.376 -2.542
H -0.034 0.297 -0.914
H 1.170 -2.336 1.030
H 1.228 -3.439 -0.363
H -1.114 -2.585 -0.815
H -3.151 -1.959 2.074
H -3.100 -3.438 1.131
H -4.516 -1.532 0.220
H -3.455 -2.323 -0.930
H -1.986 -0.488 -1.071
H -4.179 -0.050 -2.145
H -4.754 0.699 -0.651
H -2.386 1.635 -2.333
H -3.947 2.456 -2.187
H -2.194 3.482 -0.744
H -3.552 2.848 0.219
H -0.811 3.429 0.983
H -1.543 2.425 2.264
H 0.107 0.058 2.874
H 2.778 -1.306 2.980
H 5.053 -1.147 2.015
H 5.633 0.641 0.452
H 3.956 2.334 -0.230
H -1.677 -0.031 1.342
H -3.270 0.763 1.395

Arrangement y

56
Properties=species:S:1:pos:R:3 method="wB97M-V/def2-TZVPD" lumo_ev=-0.06 orbital_gap_ev=7.70 e_homo_ha=-0.285
C 5.104 -3.634 -0.692
H 5.557 -2.600 -1.105
O 4.121 -4.077 -1.649
C 3.202 -3.408 -2.063
C 3.096 -2.042 -1.629
C 1.869 -1.589 -2.122
C 1.055 -2.302 -2.991
C 1.302 -3.351 -3.633
C 2.411 -4.075 -3.128
C 2.715 -5.463 -3.426
H 2.377 -6.264 -2.803
H 3.764 -5.569 -3.907
H 2.261 -5.672 -4.261
O 0.406 -4.118 -4.471
C -0.511 -3.350 -5.122
H -1.341 -3.303 -4.269
H -0.911 -4.149 -5.617
H -0.226 -2.619 -5.527
H 0.037 -1.458 -3.552
C 1.442 -0.208 -1.770
O 1.548 0.821 -2.698
N 1.260 -0.055 -0.503
C 0.935 -0.898 0.494
H 1.148 -2.020 0.179
C -0.452 -0.560 0.729
N -0.717 0.678 1.500
C -0.271 1.604 0.545
C 0.915 1.529 -0.118
H 1.262 2.036 -0.806
H 1.687 1.701 0.906
H -0.682 2.623 0.729
H -0.983 1.488 -0.520
C -2.051 0.767 2.041
C -2.001 2.073 2.811
C -3.067 2.892 2.620
C -3.520 4.181 3.190
C -4.450 5.045 2.950
C -4.859 5.925 3.791
C -3.827 6.621 4.492
C -2.705 5.798 4.673
C -2.430 4.683 4.329
H -1.554 3.942 4.360
H -1.814 6.275 5.426
H -3.851 7.550 5.079
H -5.622 6.629 3.322
H -5.260 4.617 2.478
H -3.893 2.681 2.036
H -1.271 2.345 3.621
H -2.179 0.037 2.658
H -2.793 0.543 1.183
H -0.649 -1.392 1.729
H -1.096 -0.914 0.071
H 1.592 -0.471 1.412
H 3.534 -1.687 -0.815
H 4.634 -3.356 0.356
H 5.754 -4.482 -0.511

Most favorable structure: arrangement w. The second most favorable one is 87.2 kJ/mol above it.

Arrangement w

10
Properties=species:S:1:pos:R:3 method="wB97M-V/def2-TZVPD" lumo_ev=0.76 orbital_gap_ev=10.30 e_homo_ha=-0.351
N -0.544 0.855 -0.956
C 0.125 0.561 0.251
C 0.524 -0.972 0.293
Cl -0.774 -1.979 -0.395
Cl 2.080 -0.947 -0.553
H -1.398 0.126 -0.816
H -1.128 1.844 -0.901
H -0.603 0.440 1.179
H 0.882 1.340 0.675
H 0.837 -1.267 1.222

Arrangement x

10
Properties=species:S:1:pos:R:3 method="wB97M-V/def2-TZVPD" lumo_ev=0.77 orbital_gap_ev=10.84 e_homo_ha=-0.370
C 0.984 0.040 -0.656
C -0.133 0.277 0.345
N -0.896 -0.888 0.583
Cl 0.690 0.870 1.770
Cl -1.477 1.604 -0.177
H 1.277 1.076 -0.999
H 1.822 -0.461 -0.110
H 0.625 -0.555 -1.522
H -1.642 -0.752 1.184
H -1.250 -1.211 -0.419

Most favorable structure: arrangement x. The second most favorable one is 137.9 kJ/mol above it.

Arrangement w

40
Properties=species:S:1:pos:R:3 method="wB97M-V/def2-TZVPD" lumo_ev=2.96 orbital_gap_ev=8.90 charge=-1 e_homo_ha=-0.218
C 1.841 1.635 -0.937
N 1.190 2.334 0.166
C -0.082 1.638 0.565
C -0.058 1.423 2.086
C -0.760 0.117 2.449
O -2.028 -0.034 1.802
C -1.238 2.463 0.046
C 2.488 0.274 -0.457
H 2.675 2.222 -1.323
H 1.251 1.315 -1.807
H 1.000 3.258 -0.205
H -0.061 0.650 0.117
H -0.441 2.282 2.642
H 0.999 1.344 2.351
H -1.174 0.204 3.465
H -0.074 -0.732 2.428
H -1.463 3.356 0.633
H -1.080 2.792 -0.985
H -2.177 1.915 0.005
H 3.179 0.004 -1.254
H 1.631 -0.399 -0.434
H 2.915 0.336 0.537
H 0.865 -3.223 -0.163
H -0.236 -2.489 0.649
O 0.514 -3.137 0.727
H -0.962 -2.586 -1.487
H -0.137 -2.749 -2.774
O -0.665 -3.274 -2.166
H -1.770 -2.382 0.126
H -1.902 -0.563 0.969
O -1.391 -1.573 -0.244
H 3.173 -1.754 1.516
H 1.744 -2.182 1.948
O 2.663 -2.089 2.254
H 0.168 -0.371 -3.098
H -0.824 -0.733 -2.034
O -0.655 -0.072 -2.701
H -3.325 0.051 -1.096
H -2.458 0.293 -2.347
O -3.336 0.437 -1.970

Arrangement x

40
Properties=species:S:1:pos:R:3 method="wB97M-V/def2-TZVPD" lumo_ev=3.16 orbital_gap_ev=8.49 charge=-1 e_homo_ha=-0.196
C 0.944 -1.652 0.013
C 0.884 -0.540 1.060
C 1.662 0.734 0.706
O 0.890 1.730 0.101
C 0.407 -1.025 -1.302
N -1.059 -0.895 -1.369
C -1.539 -1.003 -2.750
C -0.861 -0.052 -3.744
H 1.937 -2.052 -0.227
H 0.360 -2.502 0.307
H 1.290 -0.933 1.999
H -0.149 -0.249 1.227
H 2.577 0.511 0.144
H 1.993 1.190 1.653
H 1.031 -0.142 -1.423
H 0.629 -1.719 -2.125
H -1.297 0.031 -1.017
H -1.332 -2.044 -3.022
H -2.625 -0.906 -2.767
H -1.468 0.045 -4.645
H 0.156 -0.395 -3.900
H -0.920 0.967 -3.351
H -2.306 0.925 3.282
H -1.258 0.706 2.241
O -1.861 0.203 2.823
H -1.789 -2.112 1.783
H -1.576 -2.317 0.242
O -1.776 -2.768 1.076
H -2.056 2.484 0.301
H -0.129 1.904 0.404
O -1.405 2.180 0.933
H 0.134 2.774 2.564
H 1.232 3.741 2.365
O 0.733 3.335 3.082
H 1.563 3.078 -2.456
H 3.014 3.023 -1.829
O 2.410 3.518 -2.380
H 0.007 -4.273 1.333
H 1.408 -3.909 0.785
O 0.724 -4.578 0.763

Most favorable structure: arrangement w. The second most favorable one is 53.4 kJ/mol above it.